[1]
85
Properties=species:S:1:pos:R:3 method="wB97M-V/def2-TZVPD" spin_multiplicity=3 fmax_ev_per_a=0.5 homo_ev="-0.4017 / -2.5534" total_charge=-2 e_above_lowest_kj_mol=0.0
Pd 0.22 0.47 1.06
N -9.86 -4.30 -3.32
C -8.92 -3.72 -3.02
C -7.74 -2.98 -2.64
C -7.51 -1.71 -3.16
C -6.38 -1.01 -2.80
C -5.46 -1.57 -1.91
C -5.70 -2.84 -1.38
C -6.82 -3.54 -1.75
N -4.31 -0.86 -1.55
C -4.16 0.52 -1.47
C -2.88 0.73 -1.09
N -2.21 -0.48 -0.96
C -3.09 -1.39 -1.21
H -8.22 -1.28 -3.85
H -6.17 -0.04 -3.23
H -5.01 -3.25 -0.65
H -7.01 -4.53 -1.34
H -4.98 1.20 -1.65
H -2.39 1.66 -0.88
H -2.91 -2.45 -1.25
C 2.26 -2.41 -1.35
C 1.33 -1.62 -0.70
N 1.73 -0.62 0.10
C 3.03 -0.39 0.25
C 4.06 -1.14 -0.36
C 3.61 -2.19 -1.19
C 5.41 -0.72 -0.11
C 6.67 -1.25 -0.38
C 7.18 -2.48 -0.84
C 8.60 -2.64 -1.00
C 9.10 -3.83 -1.40
N 8.32 -4.92 -1.68
C 7.02 -4.68 -1.52
N 6.41 -3.58 -1.14
H 1.91 -3.21 -2.00
H 0.26 -1.74 -0.82
H 3.29 0.44 0.91
H 4.34 -2.82 -1.68
H 5.45 0.24 0.38
H 7.47 -0.56 -0.12
H 9.26 -1.81 -0.78
H 10.17 -3.97 -1.52
H 6.36 -5.52 -1.74
C -0.69 4.22 1.28
C -0.19 3.88 2.68
C 1.23 3.29 2.64
C -1.19 3.06 3.47
C -1.63 3.58 4.69
C -2.57 2.93 5.48
C -3.12 1.75 5.01
C -2.76 1.20 3.78
C -3.51 -0.03 3.32
C -2.65 -1.25 2.97
C -4.45 0.30 2.16
C -1.74 1.84 3.00
N -1.40 1.28 1.81
H -0.03 4.95 0.80
H -1.70 4.65 1.32
H -0.72 3.34 0.64
H -0.10 4.83 3.23
H 1.31 2.48 1.92
H 1.53 2.91 3.61
H 1.94 4.06 2.33
H -1.20 4.52 5.03
H -2.87 3.35 6.43
H -3.87 1.24 5.60
H -4.14 -0.32 4.17
H -2.13 -1.11 2.03
H -3.29 -2.14 2.88
H -1.90 -1.45 3.74
H -3.87 0.66 1.31
H -5.16 1.08 2.44
H -5.02 -0.58 1.85
F 0.15 0.04 3.92
C 0.78 -0.37 2.78
F 0.66 -1.74 2.79
F 2.11 -0.15 3.04
N 0.18 1.61 -0.94
C 0.19 1.25 -2.04
C 0.18 0.83 -3.37
C -1.03 0.44 -3.99
N -2.02 0.12 -4.50
C 1.37 0.84 -4.14
N 2.33 0.87 -4.79

---

[2]
85
Properties=species:S:1:pos:R:3 method="wB97M-V/def2-TZVPD" fmax_ev_per_a=1.6 homo_ev=-0.5788 total_charge=-2 e_above_lowest_kj_mol=95.9
K -0.33 0.55 0.68
C 1.52 0.58 -3.61
C 1.22 1.29 -2.28
O 0.81 0.59 -1.33
C 1.40 2.68 -2.28
C 1.03 3.57 -1.24
C 1.26 5.06 -1.42
N 0.46 3.15 -0.15
N 0.20 4.06 0.83
C -0.36 3.54 1.91
O -0.56 2.31 2.17
C -0.73 4.57 2.94
C -1.19 4.12 4.19
C -1.56 5.02 5.18
C -1.49 6.39 4.94
C -1.03 6.84 3.70
C -0.65 5.94 2.72
H 1.24 -0.47 -3.52
H 2.59 0.65 -3.86
H 0.95 1.04 -4.42
H 1.82 3.13 -3.18
H 1.67 5.29 -2.41
H 1.95 5.43 -0.66
H 0.32 5.60 -1.29
H -1.23 3.05 4.34
H -1.89 4.66 6.14
H -1.79 7.09 5.70
H -0.96 7.91 3.52
H -0.30 6.28 1.75
N -1.95 -4.38 2.30
C -1.05 -3.35 2.56
S -1.35 -2.37 3.91
N -0.05 -3.32 1.72
N 0.66 -2.22 1.51
C 1.89 -2.32 1.11
C 2.63 -3.60 1.02
C 2.09 -4.73 0.40
C 2.79 -5.93 0.36
C 4.05 -6.02 0.95
C 4.60 -4.91 1.57
C 3.90 -3.71 1.59
C 2.58 -1.08 0.70
C 3.50 -1.13 -0.35
C 4.08 0.05 -0.79
C 3.74 1.24 -0.17
C 2.85 1.18 0.89
N 2.29 0.06 1.32
H -2.47 -4.68 3.11
H -1.58 -5.13 1.73
H 1.11 -4.66 -0.05
H 2.36 -6.79 -0.13
H 4.59 -6.96 0.94
H 5.58 -4.97 2.03
H 4.33 -2.84 2.07
H 3.73 -2.07 -0.84
H 4.77 0.04 -1.63
H 4.14 2.18 -0.51
H 2.57 2.09 1.42
O 1.22 -4.68 -4.82
C -0.06 -4.31 -5.06
O -0.59 -4.72 -6.06
C -0.70 -3.42 -4.08
C -0.18 -3.16 -2.80
C -0.84 -2.34 -1.92
C -2.05 -1.72 -2.28
C -2.57 -1.97 -3.56
C -1.90 -2.81 -4.43
N -2.60 -0.87 -1.35
C -3.80 -0.48 -1.30
C -4.20 0.49 -0.29
C -5.48 1.06 -0.28
C -5.81 1.96 0.71
C -4.86 2.27 1.68
C -3.61 1.65 1.60
N -3.30 0.80 0.64
H 1.55 -4.23 -4.04
H 0.74 -3.63 -2.47
H -0.44 -2.14 -0.94
H -3.48 -1.49 -3.87
H -2.30 -3.00 -5.42
H -4.59 -0.87 -1.95
H -6.20 0.79 -1.05
H -6.78 2.43 0.73
H -5.08 2.97 2.48
H -2.83 1.86 2.33

---

[3]
82
Properties=species:S:1:pos:R:3 method="wB97M-V/def2-TZVPD" fmax_ev_per_a=1.1 homo_ev="-8.2430 / -7.8067" total_charge=0
Pb -1.45 -2.40 0.95
Se -4.00 -5.50 0.48
Te -5.66 -3.88 1.15
Te -5.63 -1.87 -0.64
Se -3.33 -1.78 -1.41
C 3.11 2.55 0.81
C 1.78 2.38 0.04
C 1.57 3.55 -0.91
O 1.82 1.14 -0.67
C 0.88 0.23 -0.14
C 0.50 0.93 1.20
O 0.69 2.29 0.92
C -0.80 0.65 2.03
O -0.93 -0.72 2.21
C -0.62 1.17 3.47
C 0.47 0.79 4.24
C 0.56 1.11 5.58
C -0.45 1.81 6.21
C -1.56 2.18 5.47
C -1.65 1.86 4.13
C -2.00 1.36 1.42
C -1.96 2.75 1.25
C -3.06 3.43 0.75
C -4.22 2.75 0.44
C -4.28 1.39 0.65
C -3.19 0.70 1.15
C -0.13 -0.23 -1.26
O -1.19 -0.90 -0.69
C 0.61 -1.19 -2.22
C 1.99 -1.25 -2.36
C 2.57 -2.14 -3.25
C 1.78 -2.99 -4.01
C 0.41 -2.94 -3.87
C -0.17 -2.05 -2.99
C -0.59 0.96 -2.09
C -1.85 1.49 -1.92
C -2.27 2.58 -2.66
C -1.43 3.14 -3.61
C -0.18 2.59 -3.81
C 0.24 1.51 -3.06
H 3.93 2.56 0.10
H 3.25 1.73 1.51
H 3.08 3.49 1.36
H 2.29 3.51 -1.72
H 1.69 4.48 -0.36
H 0.57 3.51 -1.32
H 1.41 -0.70 0.13
H 1.32 0.61 1.87
H 1.27 0.21 3.80
H 1.43 0.80 6.15
H -0.39 2.05 7.26
H -2.38 2.71 5.94
H -2.54 2.14 3.59
H -1.08 3.29 1.53
H -3.00 4.50 0.62
H -5.08 3.29 0.06
H -5.20 0.85 0.43
H -3.25 -0.36 1.34
H 2.62 -0.58 -1.80
H 3.64 -2.16 -3.36
H 2.24 -3.69 -4.70
H -0.22 -3.60 -4.45
H -1.25 -2.00 -2.92
H -2.51 1.05 -1.19
H -3.26 2.99 -2.49
H -1.76 3.99 -4.19
H 0.48 3.01 -4.56
H 1.22 1.09 -3.23
S 3.40 -2.45 1.67
C 1.69 -2.38 1.89
N 0.98 -3.07 1.06
C 1.76 -3.75 0.16
C 1.31 -4.62 -0.82
C 2.24 -5.24 -1.62
C 3.61 -5.00 -1.46
C 4.07 -4.15 -0.48
C 3.14 -3.53 0.33
H 1.23 -1.77 2.65
H 0.25 -4.81 -0.93
H 1.91 -5.92 -2.39
H 4.31 -5.50 -2.11
H 5.13 -3.99 -0.34

---

[4]
83
Properties=species:S:1:pos:R:3 method="wB97M-V/def2-TZVPD" spin_multiplicity=3 fmax_ev_per_a=0.5 homo_ev="-9.7909 / -9.7964" total_charge=+1 e_above_lowest_kj_mol=0.0
Pt -1.34 -1.96 -0.70
Se 2.79 3.33 -1.29
P 2.90 2.10 0.40
C 4.60 1.65 0.87
C 5.12 0.37 1.06
C 6.45 0.24 1.46
C 7.25 1.35 1.66
C 6.72 2.62 1.47
C 5.41 2.77 1.08
C 2.28 2.85 1.93
C 1.63 4.08 1.90
C 1.17 4.65 3.09
C 1.38 4.00 4.29
C 2.04 2.78 4.33
C 2.49 2.20 3.15
C 1.88 0.60 0.21
C 0.52 0.46 -0.08
N 0.33 -0.88 -0.19
N 1.47 -1.51 0.00
N 2.41 -0.63 0.23
P -0.94 1.48 -0.21
Se -2.52 0.24 -1.12
C -1.47 1.96 1.44
C -2.59 2.78 1.57
C -3.06 3.11 2.82
C -2.41 2.62 3.95
C -1.30 1.81 3.83
C -0.82 1.47 2.57
C -0.71 2.92 -1.23
C -0.77 4.20 -0.71
C -0.57 5.29 -1.54
C -0.30 5.10 -2.89
C -0.25 3.81 -3.41
C -0.46 2.72 -2.59
H 4.52 -0.50 0.90
H 6.86 -0.76 1.60
H 8.28 1.23 1.97
H 7.34 3.50 1.62
H 5.01 3.76 0.91
H 1.52 4.59 0.95
H 0.67 5.61 3.06
H 1.03 4.45 5.21
H 2.23 2.28 5.27
H 3.03 1.26 3.18
H -3.11 3.15 0.69
H -3.93 3.75 2.93
H -2.78 2.88 4.94
H -0.80 1.43 4.70
H 0.05 0.84 2.47
H -0.97 4.36 0.35
H -0.61 6.30 -1.13
H -0.13 5.95 -3.53
H -0.03 3.66 -4.46
H -0.42 1.72 -3.00
C -4.63 -6.28 -1.13
C -4.86 -5.05 -0.25
C -6.17 -4.34 -0.63
C -4.87 -5.43 1.24
C -3.75 -4.11 -0.47
N -2.89 -3.38 -0.65
H -5.45 -6.98 -0.97
H -3.69 -6.78 -0.87
H -4.60 -6.02 -2.18
H -7.00 -5.03 -0.48
H -6.16 -4.05 -1.68
H -6.34 -3.46 -0.02
H -5.69 -6.13 1.41
H -5.03 -4.56 1.87
H -3.94 -5.91 1.53
S -1.20 -2.73 -5.31
C -1.68 -2.14 -3.79
N -0.95 -2.51 -2.78
C 0.10 -3.33 -3.19
C 1.08 -3.89 -2.36
C 2.05 -4.68 -2.94
C 2.05 -4.92 -4.33
C 1.10 -4.37 -5.15
C 0.12 -3.57 -4.56
H -2.54 -1.49 -3.67
H 1.09 -3.68 -1.30
H 2.82 -5.11 -2.33
H 2.83 -5.54 -4.75
H 1.11 -4.55 -6.22

---

[5]
86
Properties=species:S:1:pos:R:3 method="wB97M-V/def2-TZVPD" spin_multiplicity=4 fmax_ev_per_a=0.4 homo_ev="-15.7572 / -15.7536" total_charge=+3
Au 0.56 -0.96 -1.97
C 3.42 -3.03 0.54
C 2.88 -1.87 0.02
N 1.86 -2.16 -0.79
N 1.72 -3.51 -0.80
C 2.66 -4.05 -0.01
B 0.76 -4.29 -1.75
N 0.82 -3.72 -3.18
C 0.76 -4.42 -4.34
C 0.76 -3.53 -5.39
C 0.83 -2.28 -4.80
N 0.86 -2.40 -3.48
N -0.77 -4.05 -1.25
C -1.61 -4.83 -0.65
C -2.91 -4.19 -0.68
C -2.67 -2.97 -1.36
N -1.42 -2.86 -1.69
N 1.10 -5.74 -1.75
C 2.25 -6.29 -2.26
C 2.18 -7.65 -2.07
C 0.94 -7.85 -1.43
N 0.30 -6.71 -1.24
H 4.26 -3.13 1.21
H 3.18 -0.84 0.16
H 2.72 -5.11 0.12
H 0.73 -5.50 -4.33
H 0.74 -3.77 -6.44
H 0.88 -1.30 -5.26
H -1.31 -5.79 -0.24
H -3.83 -4.59 -0.28
H -3.36 -2.19 -1.61
H 3.01 -5.68 -2.70
H 2.91 -8.38 -2.35
H 0.49 -8.77 -1.11
C 0.75 1.31 0.79
C 0.66 2.79 1.19
As 0.73 3.03 3.13
C -0.42 1.75 3.96
C -1.80 1.97 3.92
C -2.65 1.05 4.52
C -2.12 -0.07 5.15
C -0.75 -0.28 5.19
C 0.11 0.63 4.59
C 0.24 4.77 3.60
C 0.47 5.83 2.72
C 0.09 7.11 3.10
C -0.47 7.32 4.35
C -0.66 6.27 5.24
C -0.29 4.99 4.88
P 0.15 1.04 -0.92
C 1.03 2.15 -2.02
C 0.50 2.51 -3.27
C 1.26 3.25 -4.16
C 2.56 3.61 -3.84
C 3.11 3.23 -2.63
C 2.36 2.50 -1.72
C -1.60 1.42 -0.82
C -2.19 2.55 -1.37
C -3.55 2.78 -1.20
C -4.32 1.89 -0.47
C -3.73 0.76 0.10
C -2.38 0.53 -0.08
H 0.10 0.69 1.42
H 1.76 0.93 0.89
H -0.29 3.25 0.88
H 1.47 3.36 0.75
H -2.21 2.86 3.45
H -3.72 1.22 4.52
H -2.78 -0.77 5.64
H -0.34 -1.15 5.70
H 1.18 0.47 4.63
H 0.93 5.67 1.75
H 0.25 7.94 2.42
H -0.75 8.33 4.65
H -1.09 6.45 6.22
H -0.42 4.17 5.58
H -0.50 2.20 -3.55
H 0.83 3.53 -5.11
H 3.15 4.18 -4.55
H 4.13 3.50 -2.39
H 2.82 2.20 -0.79
H -1.61 3.29 -1.91
H -4.00 3.66 -1.64
H -5.38 2.07 -0.34
H -4.33 0.08 0.68
H -1.94 -0.36 0.36